## one
Entry from the Open Molecules 2025 dataset: a molecular structure, C4H10S2 (ωB97M-V with the def2-TZVPD basis set).

Output
**LUMO**: -0.29 eV
**Charge**: 0

Each line ends with the natural charge from an NBO analysis.
Atoms and positions in Å:
C1 2.274 -1.041 -0.478  -0.710
C2 0.020 0.420 -0.280  -0.437
C3 -0.592 1.863 -0.114  -0.627
C4 -0.897 -0.496 0.455  -0.616
H1 3.380 -1.142 -0.325  0.237
H2 1.618 -1.802 -0.240  0.215
H3 2.207 -0.553 -1.538  0.222
H4 -0.119 0.200 -1.383  0.239
H5 -0.041 2.719 -0.610  0.232
H6 -1.644 1.519 -0.460  0.219
H7 -0.859 2.045 0.919  0.212
H8 -0.515 -0.577 1.713  0.259
H9 -0.669 -1.632 0.159  0.216
H10 -3.041 -1.225 1.533  0.163
S1 1.470 0.203 0.684  0.210
S2 -2.592 -0.500 -0.034  -0.032

## two
Entry from the Open Molecules 2025 dataset: 2 unconnected molecules or ions with the total composition C4H10S2 (ωB97M-V with the def2-TZVPD basis set).

Output
**LUMO**: 0.32 eV
**Structure (SMILES)**: C=CC.CSS
**Charge**: 0

Each line ends with the natural charge from an NBO analysis.
Atoms and positions in Å:
C1 -4.316 -1.895 0.026  -0.400
C2 -3.580 -1.240 0.907  -0.172
C3 -2.575 -0.166 0.562  -0.647
H1 -5.133 -2.559 0.285  0.199
H2 -4.211 -1.728 -1.045  0.186
H3 -3.981 -1.056 1.908  0.192
H4 -2.333 -0.187 -0.499  0.210
H5 -3.143 0.768 0.732  0.213
H6 -1.708 -0.082 1.211  0.218
C4 1.233 2.198 0.124  -0.702
S1 2.510 0.813 0.401  0.035
S2 1.731 -0.488 -1.101  -0.146
H7 0.979 2.020 -0.913  0.236
H8 1.833 3.115 0.118  0.220
H9 0.487 2.252 0.904  0.223
H10 2.963 -0.721 -1.538  0.135

## three
Entry from the Open Molecules 2025 dataset: a molecular structure, C4H10S2 (ωB97M-V with the def2-TZVPD basis set).

Output
**LUMO**: -1.80 eV
**Charge**: 0

Each line ends with the natural charge from an NBO analysis.
Atoms and positions in Å:
C1 2.132 -0.534 0.521  -0.352
C2 1.759 0.817 0.096  -0.357
S1 0.151 -1.259 -2.078  -0.504
S2 -1.118 -1.884 -0.577  -0.058
C3 -1.869 -0.396 0.420  -0.485
C4 -1.722 0.811 -0.333  -0.652
H1 1.195 -0.374 -0.444  0.328
H2 1.804 -1.018 1.430  0.243
H3 3.144 -0.942 0.296  0.256
H4 1.367 1.525 0.853  0.258
H5 2.384 1.209 -0.730  0.246
H6 -2.942 -0.734 0.709  0.225
H7 -1.233 -0.582 1.369  0.198
H8 -0.738 1.247 -0.141  0.193
H9 -2.507 1.536 0.001  0.214
H10 -1.807 0.578 -1.391  0.247

## four
Entry from the Open Molecules 2025 dataset: C4H10S2 in the gas phase (ωB97M-V with the def2-TZVPD basis set).

Output
**LUMO**: 0.62 eV
**Structure (SMILES)**: CCSSCC
**Charge**: 0

Each line ends with the natural charge from an NBO analysis.
Atoms and positions in Å:
C1 -3.059 -0.731 0.216  -0.645
C2 -1.647 -0.283 -0.014  -0.504
S1 -0.600 -1.583 -0.886  0.065
S2 0.875 -0.094 -1.327  0.110
C3 1.643 0.282 0.204  -0.574
C4 2.985 1.024 -0.184  -0.611
H1 -3.740 -0.140 0.819  0.224
H2 -3.535 -0.841 -0.765  0.210
H3 -3.211 -1.676 0.745  0.214
H4 -1.591 0.758 -0.370  0.230
H5 -1.084 -0.338 0.942  0.204
H6 1.961 -0.612 0.731  0.226
H7 1.039 0.994 0.780  0.206
H8 3.644 0.186 -0.541  0.209
H9 2.819 1.676 -1.038  0.216
H10 3.501 1.378 0.687  0.221

Tell me which of them is the most stable. Sure, it is four.

## one
Entry from the Open Molecules 2025 dataset: C4H10S2 in the gas phase (ωB97M-V with the def2-TZVPD basis set).

Output
**LUMO**: 0.83 eV
**Structure (SMILES)**: CCSSCC
**Charge**: 0

Each line ends with the natural charge from an NBO analysis.
Atoms and positions in Å:
C1 2.882 -1.449 -0.751  -0.628
C2 1.647 -0.524 -0.718  -0.524
S1 0.223 -1.299 0.141  0.073
S2 -1.356 -0.362 -0.748  0.078
C3 -1.592 1.144 0.264  -0.535
C4 -2.797 1.054 1.202  -0.621
H1 3.528 -1.249 0.087  0.214
H2 2.540 -2.474 -0.595  0.215
H3 3.327 -1.446 -1.741  0.223
H4 1.871 0.387 -0.178  0.206
H5 1.303 -0.302 -1.718  0.223
H6 -1.691 2.024 -0.359  0.216
H7 -0.633 1.304 0.761  0.222
H8 -2.935 0.072 1.640  0.218
H9 -2.622 1.759 2.029  0.211
H10 -3.697 1.360 0.683  0.210

## two
Entry from the Open Molecules 2025 dataset: C4H10S2 in the gas phase (ωB97M-V with the def2-TZVPD basis set).

Output
**LUMO**: 0.15 eV
**Structure (SMILES)**: CCCSSC
**Charge**: 0

Each line ends with the natural charge from an NBO analysis.
Atoms and positions in Å:
C1 1.627 0.130 -1.380  -0.645
C2 0.339 1.166 -1.468  -0.423
C3 -0.209 1.567 -0.106  -0.483
S1 -1.438 0.562 0.956  0.044
S2 -0.240 -0.544 2.465  0.031
C4 -1.310 -2.120 1.901  -0.697
H1 1.544 -0.530 -0.474  0.221
H2 2.626 0.660 -1.501  0.216
H3 1.644 -0.725 -2.113  0.220
H4 -0.553 0.929 -2.045  0.209
H5 0.834 2.030 -2.047  0.215
H6 -0.880 2.473 -0.093  0.222
H7 0.649 1.768 0.364  0.206
H8 -2.385 -1.972 1.722  0.221
H9 -1.203 -2.632 2.901  0.213
H10 -1.045 -2.762 0.920  0.231

Tell me which of them is the most stable. Sure, it is one.

## one
Entry from the Open Molecules 2025 dataset: a molecular structure, C3H9N3O (ωB97M-V with the def2-TZVPD basis set).

Output
**LUMO**: 0.88 eV
**Charge**: 0

Each line ends with the natural charge from an NBO analysis.
Atoms and positions in Å:
C1 -0.769 -0.576 0.134  0.307
C2 2.564 0.725 -0.129  -0.877
N1 -1.806 0.668 -0.737  -0.765
C3 -0.625 1.179 -0.680  0.822
N2 -1.252 -0.638 1.436  -0.878
N3 -0.971 -1.742 -0.585  -0.865
O1 0.008 2.158 -0.894  -0.538
H1 -2.668 1.190 -0.726  0.396
H2 1.672 -0.189 0.000  0.216
H3 -1.760 -2.343 -0.378  0.369
H4 -2.028 -1.247 1.670  0.368
H5 -0.640 -0.347 2.182  0.399
H6 -0.169 -2.136 -1.052  0.399
H7 2.004 1.612 0.154  0.225
H8 3.098 1.011 -1.033  0.221
H9 3.342 0.677 0.636  0.202

## two
Entry from the Open Molecules 2025 dataset: C3H9N3O in the gas phase (ωB97M-V with the def2-TZVPD basis set).

Output
**LUMO**: 0.82 eV
**Structure (SMILES)**: NCNCC(N)=O
**Charge**: 0

Each line ends with the natural charge from an NBO analysis.
Atoms and positions in Å:
N1 2.509 -0.127 0.597  -0.872
C1 1.530 -0.562 -0.507  -0.045
N2 0.097 -0.567 -0.095  -0.656
C2 -0.731 0.589 -0.633  -0.328
C3 -2.125 0.558 -0.148  0.643
N3 -2.110 0.496 1.244  -0.844
O1 -3.160 0.751 -0.849  -0.606
H1 3.519 -0.311 0.336  0.368
H2 2.282 -0.626 1.496  0.364
H3 1.669 -1.702 -0.746  0.150
H4 1.739 0.035 -1.419  0.177
H5 -0.196 -1.528 -0.366  0.378
H6 -0.870 0.483 -1.823  0.196
H7 -0.107 1.417 -0.442  0.233
H8 -2.963 0.697 1.729  0.412
H9 -1.084 0.397 1.627  0.430

Tell me which of them is the most stable. Sure, it is two.

## one
Entry from the Open Molecules 2025 dataset: 2 unconnected molecules or ions with the total composition C3H9N3O (ωB97M-V with the def2-TZVPD basis set).

Output
**LUMO**: 0.91 eV
**Structure (SMILES)**: [H]/N=C/N.CNC=O
**Charge**: 0

Each line ends with the natural charge from an NBO analysis.
Atoms and positions in Å:
H1 -0.233 -0.575 3.520  0.331
N1 -0.419 -0.207 2.591  -0.734
C1 -1.682 -0.242 2.380  0.278
N2 -2.177 0.073 1.153  -0.837
H2 -2.417 -0.500 3.144  0.140
H3 -3.166 0.013 1.040  0.374
H4 -1.625 -0.146 0.321  0.422
C2 2.270 -0.302 -1.927  -0.421
N3 1.277 0.693 -1.576  -0.599
C3 0.020 0.449 -1.153  0.535
O1 -0.529 -0.631 -1.062  -0.631
H5 2.629 -0.846 -1.054  0.209
H6 3.116 0.186 -2.406  0.207
H7 1.851 -1.000 -2.650  0.215
H8 1.550 1.658 -1.533  0.395
H9 -0.464 1.377 -0.789  0.117

## two
Entry from the Open Molecules 2025 dataset: C3H9N3O in the gas phase (ωB97M-V with the def2-TZVPD basis set).

Output
**LUMO**: 0.75 eV
**Structure (SMILES)**: NCNCC(N)=O
**Charge**: 0

Each line ends with the natural charge from an NBO analysis.
Atoms and positions in Å:
N1 2.098 0.785 -1.220  -0.846
C1 1.720 1.250 0.103  -0.035
N2 0.943 0.281 0.830  -0.613
C2 -0.492 0.379 0.746  -0.324
C3 -1.181 -0.760 -0.022  0.659
N3 -2.545 -0.614 -0.057  -0.848
O1 -0.600 -1.736 -0.423  -0.574
H1 2.272 1.583 -1.814  0.351
H2 1.415 0.182 -1.644  0.372
H3 2.625 1.441 0.688  0.173
H4 1.186 2.214 0.073  0.125
H5 1.245 0.176 1.779  0.375
H6 -0.930 0.299 1.743  0.212
H7 -0.772 1.333 0.304  0.189
H8 -3.158 -1.387 0.005  0.401
H9 -2.959 0.276 0.143  0.382

## three
Entry from the Open Molecules 2025 dataset: 2 unconnected molecules or ions with the total composition C3H9N3O (ωB97M-V with the def2-TZVPD basis set).

Output
**LUMO**: 0.60 eV
**Structure (SMILES)**: CN(C)N.N=C=O
**Charge**: 0

Each line ends with the natural charge from an NBO analysis.
Atoms and positions in Å:
C1 0.234 1.248 1.120  -0.377
N1 -0.150 0.001 -0.073  -0.283
C2 -1.516 -0.473 0.160  -0.428
N2 0.043 0.208 -1.465  -0.693
H1 0.793 1.053 2.025  0.248
H2 -0.754 1.472 1.512  0.183
H3 0.597 2.091 0.534  0.197
H4 -2.221 0.332 -0.088  0.177
H5 -1.743 -1.332 -0.474  0.207
H6 -1.618 -0.766 1.201  0.218
H7 -0.760 0.034 -2.061  0.362
H8 0.383 1.148 -1.664  0.369
N3 1.708 -1.835 -0.697  -0.788
C3 1.655 -1.071 0.271  0.830
O1 2.270 -0.512 1.164  -0.612
H9 1.077 -1.597 -1.464  0.391

## four
Entry from the Open Molecules 2025 dataset: 2 unconnected molecules or ions with the total composition C3H9N3O (ωB97M-V with the def2-TZVPD basis set).

Output
**LUMO (spin up / spin down)**: 0.40 / 0.92 eV
**Charge**: 0

Each line ends with the natural charge from an NBO analysis.
Atoms and positions in Å:
C1 -0.772 1.602 0.068  -0.411
C2 -2.087 -0.537 0.157  -0.652
N1 1.506 0.398 -0.489  -0.346
C3 -0.871 0.296 0.471  0.070
N2 2.731 0.026 -0.914  -0.603
O1 0.050 -1.689 1.132  -0.589
N3 0.227 -0.281 1.015  -0.083
H1 0.757 -1.937 1.738  0.477
H2 0.813 -0.031 -1.098  0.326
H3 2.887 -0.376 -1.830  0.366
H4 3.493 0.486 -0.435  0.374
H5 -1.601 2.087 -0.425  0.192
H6 0.053 2.224 0.369  0.217
H7 -2.861 0.079 -0.298  0.215
H8 -1.845 -1.352 -0.528  0.220
H9 -2.477 -0.994 1.067  0.226

Tell me which of them is the most stable. Sure, it is one.